[1]
ORCA calculation (wB97M-V/def2-TZVPD) on a single C4H8O2 molecule.

Structure (XYZ):
```
14
Properties=species:S:1:pos:R:3:forces:R:3
O -1.468 0.467 1.324 -0.1906 -0.0865 -0.1994
O -1.238 -0.104 -1.953 -0.2031 -0.0166 0.0901
C -0.125 0.335 -1.200 0.2712 0.1483 0.2900
C 1.301 -0.193 0.942 0.1767 0.1658 -0.1213
C -0.920 -0.698 1.067 -0.1024 0.1986 -0.2665
C 0.157 -0.593 -0.017 -0.0628 -0.1845 0.0584
H 0.347 -1.595 -0.412 -0.1051 0.1148 0.1267
H 1.034 -0.602 1.921 0.2807 0.0346 0.1498
H -1.976 -0.255 -1.349 0.0592 -0.0072 -0.1817
H 1.364 0.897 1.055 0.0091 -0.2008 -0.0619
H 0.718 0.357 -1.898 -0.0447 -0.0319 0.2118
H -0.258 1.384 -0.869 0.0066 -0.1186 -0.0696
H -1.216 1.197 0.714 0.1230 -0.1256 0.1187
H 2.280 -0.599 0.675 -0.2178 0.1095 -0.1451
```
Forces are in eV/Å.

## Properties
- DFT total energy (eV) = -8369.5353
- HOMO-LUMO gap (Ha) = 0.3425
- E_HOMO (eV) = -8.669
- relative energy (zero: lowest compared OMol25 entry of this formula, charge and spin) (kcal per mole) = 86.4

These are the Löwdin partial charges, in e, on atoms 1 to 5:
1 O 0.01
2 O -0.05
3 C -0.26
4 C -0.07
5 C -0.06



[2]
ORCA calculation (wB97M-V/def2-TZVPD) on a single C4H8O2 molecule.

Structure (XYZ):
```
14
Properties=species:S:1:pos:R:3:forces:R:3
O -1.056 -1.469 0.517 -0.1002 -0.0032 -0.2240
O 1.416 -1.410 -0.748 0.0315 -0.1706 0.1735
C -0.762 -0.157 0.931 0.0175 0.1361 0.2096
C 1.258 -0.005 -0.767 0.0213 0.4313 -0.0929
C 0.409 0.592 0.355 0.1875 -0.0260 0.0280
C -1.017 1.028 0.067 -0.1444 0.0664 -0.0719
H 0.849 0.306 -1.742 0.0205 -0.1278 0.1395
H 0.958 1.200 1.071 -0.0775 -0.1147 -0.1093
H -0.945 -0.059 1.998 0.0573 -0.0153 -0.1776
H -1.410 1.938 0.512 0.0817 -0.1758 -0.0431
H -1.374 0.841 -0.946 0.0922 -0.0035 0.1566
H 0.762 -1.785 -0.144 0.0263 0.0312 -0.0619
H 2.263 0.429 -0.702 -0.1341 -0.0040 -0.0320
H -1.350 -1.448 -0.401 -0.0795 -0.0242 0.1055
```
Forces are in eV/Å.

## Properties
- DFT total energy (eV) = -8371.1678
- HOMO-LUMO gap (Ha) = 0.3946
- E_HOMO (eV) = -9.833
- relative energy (zero: lowest compared OMol25 entry of this formula, charge and spin) (kcal per mole) = 48.7
- SMILES = OC[C@H]1C[C@H]1O

These are the Löwdin partial charges, in e, on atoms 1 to 5:
1 O -0.02
2 O -0.07
3 C -0.32
4 C -0.23
5 C -0.20



[3]
ORCA calculation (wB97M-V/def2-TZVPD) on a single C4H8O2 molecule.

Structure (XYZ):
```
14
Properties=species:S:1:pos:R:3:forces:R:3
O -0.809 0.396 2.277 0.1559 0.2625 -0.7059
O -0.208 -0.255 -1.025 0.0411 -0.0017 -0.0644
C -0.566 0.710 1.137 0.0284 -0.1154 0.3122
C 0.411 -0.018 0.216 0.2119 -0.0192 0.2688
C 1.658 0.824 -0.020 0.0056 0.0419 0.0685
C -1.295 -1.156 -0.925 -0.1108 -0.0087 -0.0812
H 2.233 0.910 0.907 -0.0895 0.0172 -0.1196
H -1.505 -1.494 -1.943 -0.0907 0.0108 0.2085
H -1.038 -2.021 -0.292 -0.0684 0.1686 -0.1659
H 2.290 0.352 -0.780 -0.1750 0.0320 0.1384
H -2.185 -0.658 -0.508 0.1445 -0.2052 -0.0827
H 0.676 -0.970 0.699 -0.0110 0.0639 -0.0275
H 1.401 1.831 -0.369 -0.0144 -0.1719 0.0444
H -1.053 1.579 0.634 -0.0277 -0.0749 0.2063
```
Forces are in eV/Å.

## Properties
- DFT total energy (eV) = -8371.7287
- HOMO-LUMO gap (Ha) = 0.3928
- E_HOMO (eV) = -9.687
- relative energy (zero: lowest compared OMol25 entry of this formula, charge and spin) (kcal per mole) = 35.8
- SMILES = CO[C@@H](C)C=O

These are the Löwdin partial charges, in e, on atoms 1 to 5:
1 O 0.07
2 O -0.16
3 C -0.22
4 C -0.41
5 C -0.03



[4]
ORCA calculation (wB97M-V/def2-TZVPD) on a single C4H8O2 molecule.

Structure (XYZ):
```
14
Properties=species:S:1:pos:R:3:forces:R:3
O 0.976 -1.260 -0.435 0.1550 0.0187 -0.1958
O -0.388 1.983 0.173 0.0788 -0.3803 -0.2592
C 0.760 -0.087 0.324 -0.0078 0.2531 0.2460
C -0.244 0.880 -0.310 -0.0955 0.2717 0.0936
C -1.055 0.390 -1.481 -0.0783 0.0659 -0.0492
C 0.213 -0.468 1.691 0.0124 0.0181 0.0648
H -0.672 -1.101 1.598 0.0015 0.0344 -0.0786
H 0.958 -1.010 2.271 0.0109 0.0151 -0.0362
H -1.511 -0.580 -1.261 0.0866 0.0992 0.0098
H -1.818 1.130 -1.722 0.0883 -0.0782 0.0140
H 1.550 -1.040 -1.179 -0.1012 -0.1302 0.1182
H -0.404 0.238 -2.348 -0.0496 0.0037 0.0632
H -0.060 0.454 2.205 0.0249 -0.1372 0.1048
H 1.695 0.472 0.473 -0.1260 -0.0541 -0.0955
```
Forces are in eV/Å.

## Properties
- DFT total energy (eV) = -8372.4697
- HOMO-LUMO gap (Ha) = 0.3744
- E_HOMO (eV) = -9.500
- relative energy (zero: lowest compared OMol25 entry of this formula, charge and spin) (kcal per mole) = 18.7
- SMILES = CC(=O)[C@@H](C)O

These are the Löwdin partial charges, in e, on atoms 1 to 5:
1 O -0.03
2 O 0.08
3 C -0.39
4 C -0.41
5 C 0.00